The following is a DFT calculation (the ωB97M-V functional and the def2-TZVPD basis) of a molecular structure, C17H15ClO3Sc.

## Properties
E_HOMO: -3.31 eV
LUMO: 2.64 eV

Geometry as ORCA input:
```
! RIJCOSX wB97M-V def2-TZVPD def2/J DEFGRID3
* xyz -1 1
C 1.812 -0.288 0.890
C 1.534 1.108 0.733
C 1.630 1.405 -0.677
H 1.377 1.819 1.557
C 1.946 0.178 -1.364
C 2.073 -0.860 -0.385
H 2.448 -1.870 -0.581
H 2.013 -0.773 1.844
H 1.426 2.349 -1.179
H 2.031 0.068 -2.443
Sc -0.445 0.385 -0.518
Cl -2.094 0.561 1.111
C -2.373 3.230 -0.422
C -1.720 3.379 -1.676
C -0.486 4.054 -1.446
H -2.158 3.156 -2.653
C -0.374 4.307 -0.050
C -1.536 3.797 0.583
H -1.787 3.928 1.638
H -3.395 2.868 -0.280
H 0.188 4.438 -2.216
H 0.402 4.907 0.431
O -2.959 -1.770 -4.015
C -2.441 -2.976 -3.660
C -2.810 -4.121 -4.422
C -2.191 -5.349 -4.167
C -1.275 -5.485 -3.099
C -0.994 -4.360 -2.302
C -1.525 -3.111 -2.578
C -1.121 -1.905 -1.769
O -0.544 -1.974 -0.634
O -1.384 -0.695 -2.222
H -2.513 -1.127 -3.402
H -3.586 -4.006 -5.202
H -2.461 -6.228 -4.758
H -0.813 -6.461 -2.881
H -0.332 -4.444 -1.452
*
```

Mulliken population analysis, charges in e, atoms 1 to 4: -0.31, -0.63, -0.45, 0.42